# 1
The following is a DFT calculation (ωB97M-V/def2-TZVPD) of 2 unconnected molecules or ions with the total composition C6H10O.

Computed properties:
* HOMO energy: -8.1 eV
* Kohn-Sham gap: 9.03 eV
* electronic energy: -309.63076 hartree

Each line ends with the natural charge from an NBO analysis.
Cartesian coordinates (Å):
C1 -2.28003 0.64720 1.51434  -0.37
C2 -2.29189 1.42758 0.43937  -0.41
C3 -0.07084 -1.67560 0.21925  -0.22
C4 1.29361 -1.62167 -0.32371  0.02
C5 1.72724 -0.41288 -1.16873  -0.48
C6 1.49868 0.41772 0.09221  -0.06
O1 1.17575 -0.77107 0.90800  -0.40
H1 -1.47483 -0.05636 1.71351  0.21
H2 -3.09719 0.66485 2.23202  0.19
H3 -3.11018 2.11228 0.23163  0.20
H4 -1.48863 1.40872 -0.29606  0.18
H5 -0.65787 -0.88773 -0.28898  0.11
H6 1.96470 -2.47395 -0.22030  0.19
H7 2.77088 -0.42860 -1.49195  0.22
H8 1.07825 -0.20474 -2.02268  0.22
H9 2.38979 0.88503 0.51542  0.20
H10 0.65724 1.11358 0.10863  0.20

***

# 2
The following is a DFT calculation (ωB97M-V/def2-TZVPD) of a single C6H10O molecule.

Computed properties:
* HOMO energy: -8.4 eV
* Kohn-Sham gap: 9.47 eV
* electronic energy: -309.75597 hartree
* SMILES: C[C@H]1OC[C@H]2C[C@H]21

Each line ends with the natural charge from an NBO analysis.
Cartesian coordinates (Å):
C1 -2.23900 -0.44157 0.13673  -0.63
C2 -0.87435 -0.03982 -0.42760  0.10
O1 -0.59464 1.28978 -0.09658  -0.52
C3 0.79623 1.50461 -0.30808  -0.06
C4 1.47493 0.14807 -0.23528  -0.29
C5 1.52430 -0.56560 1.05192  -0.47
C6 0.39287 -0.84421 -0.27523  -0.23
H1 -2.99044 0.34371 -0.02839  0.23
H2 -2.20170 -0.63818 1.21814  0.22
H3 -2.58121 -1.35288 -0.35881  0.21
H4 -0.65362 -0.28348 -1.55678  0.17
H5 0.94921 1.94056 -1.30108  0.17
H6 1.14940 2.18539 0.47088  0.19
H7 2.33316 0.00241 -0.87295  0.23
H8 0.92039 -0.32901 1.91572  0.22
H9 2.43420 -1.15854 1.26985  0.22
H10 0.29695 -1.85291 -0.64438  0.23

***

# 3
The following is a DFT calculation (ωB97M-V/def2-TZVPD) of a single C6H10O molecule.

Computed properties:
* HOMO energy: -8.1 eV
* Kohn-Sham gap: 9.02 eV
* electronic energy: -309.73954 hartree
* SMILES: CC(C)=CCC=O

Each line ends with the natural charge from an NBO analysis.
Cartesian coordinates (Å):
C1 -2.40562 0.08923 0.01816  -0.64
C2 -0.89773 0.10515 0.07643  0.05
C3 -0.28257 1.07697 1.00599  -0.72
C4 -0.03407 -0.41482 -0.80883  -0.30
C5 1.27570 -0.98043 -0.32027  -0.54
C6 2.57352 -0.22366 -0.39562  0.45
O1 2.68031 0.96655 -0.57282  -0.53
H1 -2.91908 1.04072 0.22065  0.22
H2 -2.75602 -0.61366 0.79182  0.23
H3 -2.74049 -0.29492 -0.94613  0.22
H4 -0.22423 1.60584 -0.05702  0.33
H5 0.78600 1.11174 1.17096  0.24
H6 -0.80358 1.19648 1.97828  0.23
H7 -0.31202 -0.60625 -1.83413  0.20
H8 1.41054 -1.93457 -0.84203  0.23
H9 1.17239 -1.26878 0.74222  0.24
H10 3.47695 -0.85561 -0.22765  0.10